Record 1
{
  "formula": "C5H11NO3",
  "method": "ωB97M-V/def2-TZVPD",
  "symbols": ["C", "C", "C", "N", "C", "C", "O", "O", "O", "H", "H", "H", "H", "H", "H", "H", "H", "H", "H", "H"],
  "coordinates": [[-0.76, -0.11, -0.06], [0.60, -0.20, -0.22], [-0.09, -2.36, 0.39], [1.49, -0.10, 0.86], [0.21, 2.10, -0.54], [-0.17, 2.59, -1.71], [-1.55, -0.15, -1.13], [-1.36, 0.01, 1.12], [-0.05, -2.21, 1.80], [-2.47, -0.04, -0.83], [-1.00, -0.71, 1.70], [0.81, -1.79, 1.98], [0.98, -0.39, -1.20], [2.44, 0.04, 0.55], [1.23, 0.66, 1.48], [0.75, -2.93, -0.01], [-1.06, -2.75, 0.09], [0.69, 2.74, 0.20], [-0.04, 3.64, -2.00], [-0.65, 1.97, -2.46]],
  "relative_energy_kcal_mol": 164.3,
  "e_tot_ha": -477.3637,
  "homo_energy_ev": [-6.29, -6.38]
}


Record 2
{
  "formula": "C6H23NO6",
  "method": "ωB97M-V/def2-TZVPD",
  "symbols": ["C", "C", "C", "C", "N", "C", "C", "O", "H", "H", "H", "H", "H", "H", "H", "H", "H", "H", "H", "H", "H", "O", "H", "H", "O", "H", "H", "O", "H", "H", "O", "H", "H", "O", "H", "H"],
  "coordinates": [[1.35, 0.06, -1.38], [-0.12, 0.51, -1.32], [-0.92, -0.25, -0.26], [-0.71, 0.30, 1.14], [-1.15, 1.71, 1.23], [-2.61, 1.83, 1.26], [-3.06, 2.28, -0.13], [-4.04, 1.91, -0.71], [2.01, 0.73, -0.85], [1.66, -0.03, -2.42], [1.47, -0.99, -1.10], [-0.49, 0.39, -2.34], [-0.28, 1.57, -1.12], [-0.69, -1.32, -0.32], [-1.98, -0.24, -0.52], [-1.31, -0.24, 1.85], [0.35, 0.25, 1.38], [-0.71, 2.17, 2.02], [-2.94, 2.55, 2.00], [-3.01, 0.84, 1.52], [-2.31, 2.98, -0.56], [-0.97, -2.36, 2.45], [-1.50, -2.89, 1.85], [-0.06, -2.65, 2.61], [-0.72, -2.12, -3.34], [-0.78, -2.34, -2.40], [0.20, -2.33, -3.54], [1.89, -2.98, 1.92], [2.55, -3.68, 1.97], [1.96, -2.66, 1.01], [4.32, -0.79, -0.85], [4.13, -1.63, -1.26], [4.54, -0.12, -1.50], [1.67, 3.01, 0.69], [0.76, 2.68, 0.75], [1.51, 3.87, 0.27]],
  "relative_energy_kcal_mol": 50.7,
  "e_tot_ha": -748.5512,
  "homo_energy_ev": -9.20,
  "smiles": "CCCCNCC=O.O.O.O.O.O"
}


Record 3
{
  "formula": "C8H19BeNS6",
  "method": "ωB97M-V/def2-TZVPD",
  "symbols": ["Be", "S", "S", "C", "C", "C", "N", "C", "C", "H", "H", "H", "H", "H", "H", "H", "H", "C", "H", "H", "H", "H", "H", "H", "H", "C", "C", "H", "H", "H", "H", "S", "S", "S", "S"],
  "coordinates": [[0.00, 0.00, 0.00], [-1.99, 0.93, 1.11], [1.60, -0.60, -1.74], [-2.62, -0.09, 2.47], [-3.21, 0.54, -0.22], [-2.81, -0.64, -1.08], [-1.47, -0.42, -1.64], [-0.95, -1.52, -2.46], [0.40, -1.15, -3.03], [-3.29, 1.44, -0.82], [-4.18, 0.38, 0.24], [-3.55, -0.78, -1.86], [-2.77, -1.55, -0.49], [-1.63, -1.76, -3.29], [-0.87, -2.40, -1.83], [0.31, -0.31, -3.72], [0.84, -1.97, -3.58], [2.52, -2.13, -1.42], [-1.53, 0.40, -2.24], [1.86, -2.96, -1.21], [3.15, -1.94, -0.56], [3.15, -2.34, -2.28], [-1.92, 0.02, 3.29], [-2.70, -1.13, 2.19], [-3.59, 0.30, 2.78], [0.81, 1.98, -0.19], [-0.09, 1.85, -1.17], [1.86, 1.81, -0.37], [0.53, 2.36, 0.78], [0.21, 1.58, -2.18], [-1.13, 2.14, -1.04], [1.42, 0.09, 1.67], [0.58, -1.30, 3.02], [1.07, -2.76, 1.60], [-0.59, -2.08, 0.49]],
  "e_tot_ha": -2774.8590,
  "homo_energy_ev": -6.69
}


Record 4
{
  "formula": "C21H40BKNO4SSn",
  "method": "ωB97M-V/def2-TZVPD",
  "symbols": ["Sn", "K", "C", "C", "C", "C", "C", "C", "N", "O", "C", "C", "C", "H", "H", "H", "H", "H", "H", "H", "H", "H", "H", "H", "H", "H", "H", "H", "H", "H", "H", "B", "H", "H", "H", "H", "C", "S", "O", "C", "H", "H", "H", "H", "H", "H", "C", "C", "C", "C", "C", "C", "H", "H", "H", "H", "H", "H", "O", "C", "O", "C", "C", "C", "H", "H", "H", "H", "H", "H"],
  "coordinates": [[0.89, 3.56, -2.59], [-1.38, 1.70, 0.16], [-4.24, 0.44, 1.65], [-3.06, -0.26, 2.44], [-3.07, -1.72, 1.89], [-1.76, -2.41, 2.19], [-0.64, -1.71, 1.38], [-0.52, -0.25, 1.80], [-1.83, 0.48, 1.93], [-1.67, 1.85, 2.31], [0.42, 0.42, 0.76], [0.34, -0.37, 3.10], [-3.28, -0.21, 3.97], [-3.99, 0.29, 0.60], [-4.42, 1.51, 1.82], [-5.09, -0.21, 1.83], [-3.21, -1.60, 0.82], [-3.81, -2.35, 2.39], [-1.88, -3.49, 2.06], [-1.49, -2.32, 3.24], [-0.81, -1.73, 0.31], [0.25, -2.33, 1.51], [0.06, 0.24, -0.25], [1.41, -0.01, 0.92], [0.51, 1.46, 1.08], [0.69, 0.56, 3.54], [1.07, -1.18, 2.99], [-0.17, -0.60, 4.03], [-2.78, -1.04, 4.47], [-4.31, -0.24, 4.33], [-2.95, 0.71, 4.44], [0.46, 1.60, -1.39], [1.28, 2.25, -1.14], [0.24, 1.55, -2.45], [0.72, 0.62, -1.01], [-0.39, 2.10, -0.95], [-2.46, -1.62, -1.04], [-2.87, 0.07, -1.81], [-2.90, 1.00, -0.59], [-1.35, 0.35, -2.72], [-3.31, -1.91, -0.42], [-1.54, -1.72, -0.46], [-2.29, -2.49, -1.68], [-1.39, -0.14, -3.69], [-0.42, 0.16, -2.18], [-1.29, 1.40, -3.01], [2.25, -1.98, -3.47], [1.51, -0.88, -2.98], [1.98, 0.41, -2.96], [3.29, 0.67, -3.47], [4.09, -0.35, -3.91], [3.56, -1.68, -3.91], [1.84, -2.98, -3.60], [0.51, -1.10, -2.64], [1.36, 1.22, -2.60], [3.69, 1.66, -3.34], [5.14, -0.11, -4.02], [4.25, -2.50, -4.06], [5.30, 1.95, -0.47], [4.22, 1.82, 0.06], [4.14, 1.23, 1.28], [2.77, 0.66, 1.44], [2.05, 0.86, 0.14], [2.82, 1.95, -0.52], [2.38, 0.95, 2.42], [2.78, -0.40, 1.66], [1.08, 1.32, 0.33], [1.89, -0.03, -0.47], [2.57, 2.83, 0.08], [2.75, 2.05, -1.60]],
  "charge": 1,
  "e_tot_ha": -2415.6283,
  "homo_energy_ev": -9.09
}